1.
The following is a DFT calculation (the ωB97M-V functional and the def2-TZVPD basis) of a cluster of 2 separate species, C5H14 in total at a distorted geometry.

Geometry as XYZ:
```
19
Properties=species:S:1:pos:R:3:forces:R:3:nbo_charge:R:1
C -0.1654 -0.2607 1.8413 -0.312 -0.417 0.478 -0.3981
C 1.2423 0.3192 1.9971 0.113 -0.603 -0.558 -0.6119
C -0.1915 -1.7844 1.6832 1.007 0.354 -0.512 -0.6019
H -0.7253 0.0202 2.7342 -0.176 -0.060 0.012 0.1917
H -0.7117 0.1385 0.9902 0.075 0.408 -0.025 0.1985
H 1.9192 -0.4433 2.3932 -0.144 0.152 0.494 0.2023
H -1.1780 -2.2254 1.7354 -0.193 -0.023 0.084 0.2099
H 0.2541 -2.0252 0.7144 -0.231 -0.105 -0.187 0.1969
H 1.2362 1.2039 2.6267 0.194 0.053 -0.017 0.2114
H 1.7103 0.5415 1.0411 -0.148 0.356 -0.233 0.2035
H 0.4926 -2.2608 2.3791 -0.201 -0.119 0.475 0.1980
C -0.0600 0.4702 -2.0200 0.664 0.134 0.069 -0.6114
C -0.9305 1.2237 -3.0177 -0.272 0.073 0.281 -0.6084
H -0.3623 -0.5701 -1.9131 -0.069 -0.006 0.096 0.2043
H 0.9959 0.4609 -2.3149 -0.168 -0.038 -0.284 0.2020
H -0.0120 0.9439 -1.0411 -0.460 -0.057 0.143 0.2028
H -0.8857 2.3061 -2.8771 0.232 -0.076 -0.123 0.2042
H -1.9870 0.9661 -2.9220 0.034 -0.106 0.104 0.2024
H -0.6410 0.9756 -4.0301 0.055 0.081 -0.299 0.2039
```
Positions in Å, forces in eV/Å.

Calculated values
Structure (SMILES): CCC.CC
2S+1: 1
Largest force on an atom, eV/Å: 1.2

2.
The following is a DFT calculation (the ωB97M-V functional and the def2-TZVPD basis) of a cluster of 2 separate species, C5H14 in total at a distorted geometry.

Geometry as XYZ:
```
19
Properties=species:S:1:pos:R:3:forces:R:3:nbo_charge:R:1
C 1.9813 -0.2751 1.3674 0.314 1.416 3.980 -0.6213
C 1.1151 -1.2791 2.2733 -1.110 1.291 -1.728 -0.6259
H 2.0514 -0.5294 0.3664 0.798 -1.589 -1.738 0.2076
H 1.5756 0.7813 1.1622 0.175 -1.269 1.406 0.2010
H 2.9463 -0.1969 1.9821 -0.855 0.214 -1.776 0.2083
H 1.2047 -1.1988 3.4066 -0.020 0.065 -1.765 0.2172
H 1.2349 -2.3024 1.8969 0.517 0.127 0.524 0.2094
H 0.0896 -1.0516 1.8946 0.205 -0.252 1.106 0.2033
C -1.0983 0.4828 -0.8215 -0.874 1.170 5.180 -0.3921
C -1.4238 -0.6481 -1.6734 -1.195 -1.169 -3.394 -0.6130
C -0.7140 1.8157 -1.4096 1.572 -0.431 1.637 -0.6123
H -2.0581 0.6817 -0.1272 1.712 -0.370 -1.498 0.1798
H -0.3804 0.2448 0.0112 -0.230 -0.274 -1.010 0.1947
H -0.6420 -1.0140 -2.4013 -0.351 0.608 0.877 0.2025
H -2.2942 -0.3378 -2.3740 1.142 -0.638 1.057 0.1979
H 0.0869 1.6332 -2.1224 -0.362 0.545 -0.651 0.2059
H -1.6370 2.2148 -1.6880 -0.961 1.197 -1.617 0.2102
H -1.7417 -1.5319 -1.1175 -0.074 0.159 0.047 0.2188
H -0.2964 2.5107 -0.6259 -0.403 -0.800 -0.637 0.2079
```
Positions in Å, forces in eV/Å.

Calculated values
Structure (SMILES): CCC.CC
2S+1: 1
Largest force on an atom, eV/Å: 5.4

3.
The following is a DFT calculation (the ωB97M-V functional and the def2-TZVPD basis) of a cluster of 2 separate species, C5H14 in total at a distorted geometry.

Geometry as XYZ:
```
19
Properties=species:S:1:pos:R:3:forces:R:3:nbo_charge:R:1
C -0.4418 2.5135 -0.0156 1.222 0.837 0.187 -0.4014
C -0.9483 1.1051 -0.0759 -1.142 -0.986 0.490 -0.6165
C 0.6723 2.6584 1.0361 1.191 -1.033 -0.709 -0.6056
H 0.0637 2.8398 -0.9285 -0.464 -0.099 -0.311 0.1966
H -1.2274 3.2388 0.1971 -0.214 -0.170 -0.076 0.1987
H -0.2647 0.3162 -0.3739 0.689 0.337 0.069 0.2099
H 0.4841 2.2099 2.0069 -0.517 0.419 0.294 0.2018
H 1.5300 2.0500 0.6883 -0.266 0.050 -0.052 0.1953
H -1.8166 0.8962 -0.7123 -0.003 0.616 -0.034 0.2104
H -1.2784 0.8498 0.9404 -0.002 -0.171 -0.123 0.1989
H 1.1247 3.6467 1.0920 -0.505 0.248 0.296 0.2106
C 0.0188 -3.2444 0.0960 -0.044 -0.415 -0.395 -0.6161
C 0.4701 -2.3445 -1.0558 0.679 0.273 -0.004 -0.6170
H 0.8049 -3.5284 0.7929 0.460 0.302 -0.182 0.2043
H -0.7121 -2.7278 0.7181 -0.364 -0.356 -0.197 0.2087
H -0.2980 -4.2125 -0.3025 -0.701 0.241 0.266 0.2063
H 0.7656 -2.8459 -1.9809 0.326 -0.451 0.404 0.2061
H -0.2677 -1.6470 -1.4459 -0.347 0.091 0.535 0.2051
H 1.3208 -1.7741 -0.6765 -0.001 0.266 -0.458 0.2039
```
Positions in Å, forces in eV/Å.

Calculated values
Structure (SMILES): CCC.CC
2S+1: 1
Largest force on an atom, eV/Å: 1.7

4.
The following is a DFT calculation (the ωB97M-V functional and the def2-TZVPD basis) of a cluster of 2 separate species, C5H14 in total at a distorted geometry.

Geometry as XYZ:
```
19
Properties=species:S:1:pos:R:3:forces:R:3:nbo_charge:R:1
C -1.6551 -2.2086 -1.1817 1.005 -0.733 -0.596 -0.6200
C -1.1081 -2.5812 0.2008 0.395 -0.384 -0.044 -0.6187
H -2.6023 -2.6848 -1.4051 -0.375 0.319 0.146 0.2093
H -1.6512 -1.1471 -1.4083 -0.422 0.137 0.301 0.2075
H -0.9793 -2.6246 -1.9394 -0.061 0.025 0.019 0.2029
H -0.8495 -1.7136 0.7947 -0.312 0.058 0.231 0.2085
H -0.1797 -3.1569 0.1372 0.029 0.129 -0.260 0.2025
H -1.7629 -3.2575 0.7446 -0.316 0.309 0.178 0.2070
C 1.4405 1.3593 0.4810 0.051 0.771 -0.209 -0.3984
C 1.5921 2.8603 0.2384 0.161 0.461 0.456 -0.6033
C -0.0447 0.9344 0.3616 1.503 -0.629 1.084 -0.6178
H 2.1220 0.8812 -0.2279 -0.439 -0.299 -0.227 0.1971
H 1.8860 1.0869 1.4376 -0.311 0.137 0.276 0.1941
H 2.6134 3.1825 0.4522 0.093 0.012 -0.412 0.2052
H 0.9828 3.5026 0.8846 -0.179 -0.417 0.190 0.1961
H -0.2260 0.2443 1.1865 -0.232 -0.212 -0.183 0.2050
H -0.6818 1.7840 0.5824 -0.264 0.077 -0.638 0.2099
H 1.2896 3.1425 -0.7703 0.269 -0.113 -0.159 0.2011
H -0.1858 0.3964 -0.5690 -0.597 0.352 -0.153 0.2118
```
Positions in Å, forces in eV/Å.

Calculated values
Structure (SMILES): CCC.CC
2S+1: 1
Largest force on an atom, eV/Å: 2.0

5.
The following is a DFT calculation (the ωB97M-V functional and the def2-TZVPD basis) of a cluster of 2 separate species, C5H14 in total at a distorted geometry.

Geometry as XYZ:
```
19
Properties=species:S:1:pos:R:3:forces:R:3:nbo_charge:R:1
C 0.0989 -2.8597 0.6373 -1.591 -0.652 -3.020 -0.6084
C -1.3499 -2.2985 0.3384 0.307 -0.470 3.157 -0.6270
H 0.1572 -3.2730 1.6330 0.310 0.627 0.323 0.2139
H 0.3265 -3.6915 -0.0465 0.039 0.100 0.203 0.2006
H 0.7078 -2.0419 0.3086 1.185 0.128 0.704 0.2086
H -1.2566 -1.2825 0.7084 -0.529 0.439 -0.273 0.1944
H -1.9721 -2.3223 -0.5443 0.806 -0.347 -0.716 0.2194
H -1.9270 -2.7941 1.1327 -0.520 0.209 -0.386 0.1986
C 0.9348 1.9905 -0.2705 0.517 0.184 -1.802 -0.3923
C -0.1905 2.2642 0.7340 0.994 0.218 -0.273 -0.6280
C 0.5881 1.0867 -1.5174 0.132 0.826 2.230 -0.6075
H 1.2908 2.8805 -0.8290 -0.230 0.183 1.041 0.1915
H 1.8425 1.6108 0.2000 -0.209 -0.202 0.219 0.1910
H -1.0698 1.6391 0.5469 -0.102 0.585 -0.170 0.2061
H 0.2400 1.7405 -2.3043 -0.124 -0.197 -0.383 0.2015
H 1.5612 0.6491 -1.7330 -0.545 -0.664 -0.647 0.2125
H -0.3246 3.3511 0.7296 -0.858 -0.352 0.153 0.2164
H 0.1546 1.9962 1.7250 0.017 -0.001 0.310 0.2096
H -0.2220 0.4417 -1.1660 0.401 -0.615 -0.670 0.1990
```
Positions in Å, forces in eV/Å.

Calculated values
Structure (SMILES): CCC.CC
2S+1: 1
Largest force on an atom, eV/Å: 3.5

6.
The following is a DFT calculation (the ωB97M-V functional and the def2-TZVPD basis) of a cluster of 2 separate species, C5H14 in total at a distorted geometry.

Geometry as XYZ:
```
19
Properties=species:S:1:pos:R:3:forces:R:3:nbo_charge:R:1
C -1.4307 1.2780 -1.6627 -0.865 1.343 0.030 -0.6048
C -1.1423 1.0119 -3.1451 0.149 0.357 1.198 -0.6066
H -0.5780 1.1918 -1.0070 0.112 -0.262 -0.192 0.2035
H -1.7295 2.3285 -1.5430 0.059 0.014 -0.150 0.1952
H -2.2860 0.7552 -1.2292 0.232 -0.478 -0.188 0.2010
H -0.3171 1.6769 -3.4019 0.156 -0.309 -0.329 0.2025
H -1.9908 1.3161 -3.7523 -0.071 -0.375 -0.146 0.2058
H -0.8667 -0.0343 -3.2565 -0.018 0.044 -0.525 0.2028
C 1.4130 -1.1017 1.3204 -2.058 1.487 1.620 -0.3976
C 1.4415 -1.1875 2.8606 0.348 -1.049 -0.533 -0.6052
C 0.1199 -0.3358 0.8970 1.171 -0.791 -0.346 -0.6005
H 2.2826 -0.5010 1.0704 0.288 -0.673 -0.804 0.2001
H 1.2175 -2.0808 0.8933 1.183 -0.148 -0.266 0.2024
H 0.4973 -1.5550 3.2650 -0.119 0.255 0.015 0.1981
H 1.7175 -0.2316 3.3001 -0.120 0.003 0.100 0.2018
H 0.2342 -0.0988 -0.1499 -0.107 0.073 -0.167 0.1992
H -0.6829 -1.0667 0.9602 -0.436 0.350 0.230 0.1994
H 2.1806 -1.9458 3.1331 0.149 0.226 0.294 0.2022
H -0.0798 0.5807 1.4475 -0.054 -0.068 0.158 0.2006
```
Positions in Å, forces in eV/Å.

Calculated values
Structure (SMILES): CCC.CC
2S+1: 1
Largest force on an atom, eV/Å: 3.0

7.
The following is a DFT calculation (the ωB97M-V functional and the def2-TZVPD basis) of a cluster of 2 separate species, C5H14 in total at a distorted geometry.

Geometry as XYZ:
```
19
Properties=species:S:1:pos:R:3:forces:R:3:nbo_charge:R:1
C -0.7731 -0.8709 1.6205 0.008 -0.834 -1.906 -0.4039
C -1.5965 0.2816 2.1430 -0.195 -0.115 1.431 -0.6113
C 0.7000 -0.4735 1.4352 -0.797 -0.001 0.578 -0.6071
H -0.9026 -1.8218 2.1377 0.211 0.348 0.942 0.2031
H -1.1553 -1.2238 0.6460 -0.034 0.564 -0.087 0.1905
H -2.6211 0.0106 2.4095 -0.067 -0.091 -0.463 0.2118
H 0.7938 0.2126 0.6073 -0.076 0.388 0.073 0.2044
H -1.6070 1.1675 1.5125 0.064 -0.105 -0.245 0.2072
H -1.1911 0.5893 3.1204 0.128 0.116 -0.258 0.1968
H 0.9393 0.0568 2.3606 0.751 -0.194 -0.131 0.1990
H 1.3646 -1.3054 1.2014 -0.013 -0.056 0.402 0.2089
C 0.5258 0.0828 -1.9333 -1.202 1.199 -0.230 -0.6099
C 1.0663 0.8972 -3.1035 1.303 -1.086 -0.502 -0.6065
H -0.0656 -0.7967 -2.1933 0.467 -0.170 -0.280 0.2075
H 1.2750 -0.1457 -1.1888 0.140 -0.154 -0.125 0.2059
H -0.2284 0.7488 -1.4918 0.167 -0.227 0.517 0.1978
H 1.5916 1.7933 -2.7747 -0.365 0.187 0.111 0.2041
H 0.3352 1.1259 -3.8683 -0.356 0.249 0.121 0.2057
H 1.8475 0.3344 -3.6363 -0.134 -0.019 0.054 0.1960
```
Positions in Å, forces in eV/Å.

Calculated values
Structure (SMILES): CCC.CC
2S+1: 1
Largest force on an atom, eV/Å: 2.1

8.
The following is a DFT calculation (the ωB97M-V functional and the def2-TZVPD basis) of a cluster of 2 separate species, C5H14 in total at a distorted geometry.

Geometry as XYZ:
```
19
Properties=species:S:1:pos:R:3:forces:R:3:nbo_charge:R:1
C -0.5855 1.6791 2.6337 0.113 -0.084 0.356 -0.6152
C -0.4752 2.6339 1.4294 1.203 -1.926 -1.774 -0.6222
H -1.5538 1.1096 2.5355 0.807 0.821 0.556 0.2067
H 0.1911 0.8910 2.6296 -0.209 0.509 0.051 0.2072
H -0.5092 2.2643 3.6009 -0.258 -0.953 -0.992 0.2057
H 0.5258 2.7508 0.8754 -0.917 0.380 1.792 0.2099
H -1.0004 3.5347 1.6273 -0.112 0.985 -0.111 0.2076
H -0.9535 2.1165 0.5896 -0.626 0.250 0.108 0.2004
C 0.7965 -1.7732 -1.2670 0.932 -0.772 3.112 -0.3970
C 0.9537 -1.1091 -2.5794 6.541 -0.877 1.766 -0.6120
C -0.5608 -1.7414 -0.6048 -0.155 -2.971 1.396 -0.6069
H 1.2251 -2.8250 -1.2085 -0.627 1.185 -0.282 0.2011
H 1.4204 -1.1769 -0.5273 -0.346 -0.914 -0.753 0.1893
H 1.7315 -0.3260 -2.3653 -1.370 0.119 -0.947 0.2108
H -0.9732 -0.8184 -0.3827 -0.585 2.218 -0.093 0.2014
H -1.3288 -2.3566 -1.0475 -0.279 -0.023 -0.915 0.1987
H 0.1520 -0.8823 -3.0714 -4.869 2.116 -2.451 0.2028
H 1.4993 -1.7359 -3.2760 0.153 -0.485 -0.137 0.2072
H -0.5549 -2.2349 0.4083 0.602 0.423 -0.682 0.2046
```
Positions in Å, forces in eV/Å.

Calculated values
Structure (SMILES): CCC.CC
2S+1: 1
Largest force on an atom, eV/Å: 6.8

9.
The following is a DFT calculation (the ωB97M-V functional and the def2-TZVPD basis) of a cluster of 2 separate species, C5H14 in total at a distorted geometry.

Geometry as XYZ:
```
19
Properties=species:S:1:pos:R:3:forces:R:3:nbo_charge:R:1
C 3.5779 0.9338 -0.5971 -0.190 -0.425 0.099 -0.6062
C 2.1648 0.4475 -0.3122 -0.967 0.314 -0.186 -0.6091
H 3.5927 1.9513 -0.9754 0.041 0.148 0.103 0.2044
H 4.1821 0.8513 0.3032 0.126 0.235 0.065 0.2026
H 4.0539 0.2972 -1.3417 -0.002 0.001 -0.114 0.2022
H 2.1274 -0.5988 -0.0218 0.147 -0.146 0.037 0.2015
H 1.4917 0.5578 -1.1747 0.353 -0.128 -0.060 0.2008
H 1.6293 1.0060 0.4679 0.480 -0.002 0.057 0.2034
C -2.4710 -0.8090 0.4452 -0.399 0.677 -0.020 -0.3942
C -1.3158 -0.5442 1.4049 -0.139 -1.236 -0.133 -0.6060
C -2.2277 -0.1159 -0.8920 -0.575 -0.019 -0.096 -0.6034
H -3.3832 -0.3746 0.8641 -0.046 -0.052 0.100 0.1905
H -2.7073 -1.8614 0.3174 0.336 -0.254 -0.023 0.1961
H -1.3946 -1.1609 2.3032 -0.233 0.312 0.190 0.2077
H -0.3927 -0.9009 0.9488 0.237 0.399 -0.129 0.1996
H -2.2393 0.9634 -0.7321 0.327 0.053 -0.083 0.1998
H -1.2668 0.5063 1.6582 0.230 0.185 0.091 0.2044
H -3.0254 -0.3054 -1.6189 0.070 -0.138 0.133 0.2064
H -1.2911 -0.4266 -1.3451 0.205 0.077 -0.028 0.1995
```
Positions in Å, forces in eV/Å.

Calculated values
Structure (SMILES): CCC.CC
2S+1: 1
Largest force on an atom, eV/Å: 1.3

10.
The following is a DFT calculation (the ωB97M-V functional and the def2-TZVPD basis) of a cluster of 2 separate species, C5H14 in total at a distorted geometry.

Geometry as XYZ:
```
19
Properties=species:S:1:pos:R:3:forces:R:3:nbo_charge:R:1
C 0.2455 -1.2953 1.9715 0.283 -0.699 -0.594 -0.6220
C 1.2784 -0.2938 2.5021 -0.134 0.274 -0.328 -0.6180
H -0.4924 -1.6426 2.6897 -0.177 0.441 0.136 0.2091
H -0.2331 -0.9190 1.0695 -0.380 0.208 0.320 0.2038
H 0.6699 -2.2304 1.6013 0.476 0.002 0.168 0.2059
H 1.0539 0.0143 3.5252 0.192 -0.056 -0.083 0.2094
H 1.2524 0.6014 1.8732 -0.077 0.072 0.224 0.2021
H 2.3146 -0.6293 2.4257 -0.159 -0.261 0.258 0.2088
C 0.0427 0.4480 -1.4695 -0.891 0.445 0.060 -0.3991
C -0.5820 1.8403 -1.5704 -0.512 -0.728 0.356 -0.6013
C -1.0047 -0.6466 -1.6194 0.266 -1.456 -0.171 -0.6194
H 0.7956 0.3029 -2.2375 0.309 0.118 0.085 0.1966
H 0.4791 0.4190 -0.4670 0.397 -0.376 -0.292 0.1973
H -1.2574 1.9385 -0.7113 0.342 0.383 0.121 0.1986
H -1.3929 -1.0422 -0.6793 -0.106 0.355 0.092 0.2052
H -1.2830 1.8938 -2.4086 0.568 0.326 -0.334 0.2006
H 0.2139 2.5837 -1.5584 -0.425 0.339 -0.148 0.2092
H -1.8618 -0.4350 -2.2608 0.096 0.485 0.029 0.2054
H -0.5387 -1.5284 -2.0858 -0.067 0.127 0.104 0.2078
```
Positions in Å, forces in eV/Å.

Calculated values
Structure (SMILES): CCC.CC
2S+1: 1
Largest force on an atom, eV/Å: 1.5

Results for E_tot: -5411.8334 -5410.5541 -5411.5693 -5411.5425 -5410.7681 -5411.4520 -5411.6321 -5410.5558 -5411.9452 -5411.6062 (in eV, following the order of the records).
Results for orbital gap: 12.47 11.79 12.45 12.42 11.97 12.11 12.17 11.85 12.61 12.54 (in eV, following the order of the records).